# 1
DFT (ωB97M-V with the def2-TZVPD basis set) results for a 2-piece molecular cluster, C2H3NO3 overall at a distorted geometry.

Output
**SMILES**: O=C=O.CN=O
**Total charge**: 0
**Relative energy (zero: lowest compared OMol25 entry of this formula, charge and spin)**: 72.90 kcal per mole

Geometry as XYZ:
```
9
C2H3NO3 (ωB97M-V with the def2-TZVPD basis set)
O 3.227 0.603 -1.250
C 2.933 0.952 -0.190
O 2.694 1.333 0.853
C -1.701 -0.843 -0.029
N -0.853 0.031 0.780
O -0.265 1.006 0.358
H -2.637 -0.537 0.372
H -1.891 -0.697 -1.087
H -1.506 -1.847 0.192
```

Calculated atomic charges, method natural (NBO), unit e: number 1, O, carries -0.525; number 2, C, carries 1.020; number 3, O, carries -0.495; number 4, C, carries -0.521; number 5, N, carries 0.140; number 6, O, carries -0.280; number 7, H, carries 0.236; number 8, H, carries 0.199; number 9, H, carries 0.227



# 2
DFT (ωB97M-V with the def2-TZVPD basis set) results for C2H3NO3 as an isolated structure at a distorted geometry.

Output
**2S+1**: 3
**Total charge**: 0
**<S²>**: 2.010
**Relative energy (zero: lowest compared OMol25 entry of this formula, charge and spin)**: 132.04 kcal per mole

Geometry as XYZ:
```
9
C2H3NO3 (ωB97M-V with the def2-TZVPD basis set)
C -1.703 0.044 0.187
C 1.347 0.004 -0.054
N 0.082 -0.002 -0.661
O -2.803 -0.041 0.601
O -0.832 1.051 -0.137
O -0.852 -0.962 -0.207
H 1.492 -1.105 0.023
H 2.122 0.532 -0.736
H 1.147 0.478 0.985
```

Calculated atomic charges, method natural (NBO), unit e: number 1, C, carries 0.927; number 2, C, carries -0.498; number 3, N, carries 0.259; number 4, O, carries -0.510; number 5, O, carries -0.508; number 6, O, carries -0.376; number 7, H, carries 0.222; number 8, H, carries 0.254; number 9, H, carries 0.230



# 3
DFT (ωB97M-V with the def2-TZVPD basis set) results for a 2-piece molecular cluster, C2H3NO3P overall at a distorted geometry.

Output
**Total charge**: -1
**Relative energy (zero: lowest compared OMol25 entry of this formula, charge and spin)**: 60.33 kcal per mole

Geometry as XYZ:
```
10
C2H3NO3P (ωB97M-V with the def2-TZVPD basis set)
C 1.157 0.055 1.383
C 0.115 3.018 0.984
N 0.498 0.995 0.740
O -0.438 3.091 1.993
O 1.559 0.012 2.567
O 0.547 3.486 -0.009
P 0.077 0.934 -0.867
H 1.250 -0.796 0.604
H 0.366 -0.411 -0.944
H -1.359 0.767 -0.721
```

Calculated atomic charges, method natural (NBO), unit e: number 1, C, carries 0.511; number 2, C, carries 1.022; number 3, N, carries -0.986; number 4, O, carries -0.587; number 5, O, carries -0.703; number 6, O, carries -0.628; number 7, P, carries 0.548; number 8, H, carries 0.030; number 9, H, carries -0.112; number 10, H, carries -0.094



# 4
DFT (ωB97M-V with the def2-TZVPD basis set) results for an isolated ion of composition C2H3NO3P and charge -1 at a distorted geometry.

Output
**SMILES**: O=C1CNP([O-])O1
**Total charge**: -1
**Relative energy (zero: lowest compared OMol25 entry of this formula, charge and spin)**: 13.74 kcal per mole

Geometry as XYZ:
```
10
C2H3NO3P (ωB97M-V with the def2-TZVPD basis set)
O 0.805 -2.339 0.048
C 0.244 -1.273 -0.054
C 0.954 0.026 -0.164
N -0.005 1.150 -0.188
P -1.666 0.575 -0.499
O -2.493 1.045 0.614
O -1.059 -1.058 -0.059
H 1.576 -0.009 -0.950
H 1.619 0.190 0.631
H 0.024 1.693 0.623
```

Calculated atomic charges, method natural (NBO), unit e: number 1, O, carries -0.653; number 2, C, carries 0.783; number 3, C, carries -0.348; number 4, N, carries -0.990; number 5, P, carries 1.408; number 6, O, carries -1.181; number 7, O, carries -0.771; number 8, H, carries 0.189; number 9, H, carries 0.199; number 10, H, carries 0.364



# 5
DFT (ωB97M-V with the def2-TZVPD basis set) results for the molecule C2H3NO3S at a distorted geometry.

Output
**Total charge**: 0
**Relative energy (zero: lowest compared OMol25 entry of this formula, charge and spin)**: 92.25 kcal per mole

Geometry as XYZ:
```
10
C2H3NO3S (ωB97M-V with the def2-TZVPD basis set)
C -0.562 1.435 -0.131
C -1.095 0.238 -0.187
N -0.113 -0.711 -0.546
O 0.800 1.404 -0.158
O -0.116 -2.023 -0.057
O 2.205 -0.535 0.822
S 1.669 0.021 -0.370
H -0.877 2.426 0.084
H -2.177 -0.041 -0.288
H 0.265 -2.213 0.829
```

Calculated atomic charges, method natural (NBO), unit e: number 1, C, carries 0.063; number 2, C, carries -0.136; number 3, N, carries -0.322; number 4, O, carries -0.712; number 5, O, carries -0.573; number 6, O, carries -0.891; number 7, S, carries 1.637; number 8, H, carries 0.220; number 9, H, carries 0.243; number 10, H, carries 0.472



# 6
DFT (ωB97M-V with the def2-TZVPD basis set) results for a 2-piece molecular cluster, C2H3NO6 overall at a distorted geometry.

Output
**Total charge**: 0
**Relative energy (zero: lowest compared OMol25 entry of this formula, charge and spin)**: 117.12 kcal per mole

Geometry as XYZ:
```
12
C2H3NO6 (ωB97M-V with the def2-TZVPD basis set)
N 0.948 -2.735 -2.677
O 0.726 -3.915 -2.284
O 0.081 -1.834 -2.496
O 2.038 -2.453 -3.249
C -0.210 1.728 1.337
C -1.509 1.131 1.809
O -1.954 1.115 2.957
O 0.357 0.678 0.578
O 1.554 1.049 0.121
H -0.392 2.607 0.709
H 0.379 1.979 2.234
H -2.017 0.649 0.960
```

Calculated atomic charges, method natural (NBO), unit e: number 1, N, carries 0.674; number 2, O, carries -0.228; number 3, O, carries -0.226; number 4, O, carries -0.221; number 5, C, carries -0.205; number 6, C, carries 0.414; number 7, O, carries -0.480; number 8, O, carries -0.156; number 9, O, carries -0.126; number 10, H, carries 0.218; number 11, H, carries 0.218; number 12, H, carries 0.116